(1)
The following is a DFT calculation (ωB97M-V with the def2-TZVPD basis set) of a structure of composition C39H36BaBr2ClF9Ge2N5OS2 at a distorted geometry.

Computed properties:
DFT total energy	-362991.9827	eV
2S+1	1
E_LUMO	1.023	eV
HOMO level	-4.115	eV
net charge	-1

Each line ends with the Mulliken charge.
CARTESIAN COORDINATES (ANGSTROEM)
1 Ba -0.5175 0.7783 -0.2728  0.275
2 S -2.5515 1.7510 1.7785  -0.507
3 C -1.4321 1.7344 3.1169  0.687
4 C -2.0460 1.3848 4.3674  -0.155
5 N -2.5512 1.0725 5.3554  -0.665
6 C -0.0787 1.9459 3.1225  0.251
7 S 0.9708 2.3831 1.7932  -0.165
8 C 0.6046 1.7681 4.3716  -0.182
9 N 1.1968 1.6278 5.3507  -0.659
10 Br -6.1955 0.6244 -4.7831  -0.174
11 C -4.9287 0.3038 -3.4251  -0.143
12 C -4.8902 1.1080 -2.2998  -0.824
13 C -3.9162 0.8392 -1.3501  -0.105
14 N -3.0391 -0.1490 -1.4733  0.453
15 C -3.0969 -0.9303 -2.5522  0.792
16 C -4.0287 -0.7377 -3.5690  -0.899
17 C -2.0899 -2.0357 -2.5927  0.392
18 C -2.2342 -3.1140 -3.4642  -0.867
19 C -1.2910 -4.1272 -3.4078  -0.570
20 Br -1.4441 -5.6069 -4.5620  -0.177
21 C -0.2523 -4.0492 -2.4953  -0.409
22 C -0.2024 -2.9308 -1.6783  -0.920
23 N -1.0837 -1.9430 -1.7189  0.856
24 H -5.5775 1.9295 -2.1646  0.488
25 H -3.8361 1.4441 -0.4542  0.168
26 H -4.0527 -1.3497 -4.4566  0.450
27 H -3.0625 -3.1846 -4.1505  0.494
28 H 0.4959 -4.8239 -2.4144  0.574
29 H 0.5950 -2.8253 -0.9522  0.484
30 C 2.7166 -4.4949 2.1819  -1.494
31 C 1.9973 -3.5391 1.2246  -0.101
32 Ge 2.9945 -1.8201 1.1586  0.485
33 C 2.7867 -0.8643 2.8524  1.135
34 C 3.9060 0.1176 3.1650  -1.416
35 C 4.8713 -2.2455 0.7297  -0.233
36 C 5.1697 -1.6464 -0.4455  -0.557
37 Ge 3.5207 -0.6049 -0.8685  -0.433
38 C 3.7973 1.3320 -0.6181  0.238
39 C 4.6314 1.9979 -1.7042  -1.472
40 C 2.6195 -0.8799 -2.6189  1.476
41 C 3.5152 -1.0128 -3.8480  -1.611
42 C 6.4910 -1.7430 -1.1136  0.555
43 C 7.5234 -2.5420 -0.6076  -0.529
44 C 8.7494 -2.6138 -1.2419  -0.781
45 C 8.9803 -1.8892 -2.4053  -0.446
46 C 7.9696 -1.0992 -2.9219  -1.128
47 C 6.7404 -1.0317 -2.2806  0.445
48 H 2.1527 -5.4154 2.3521  0.401
49 H 2.8778 -4.0392 3.1601  0.344
50 H 3.6949 -4.7751 1.7907  0.333
51 H 0.9767 -3.3500 1.5691  0.063
52 H 1.9257 -4.0098 0.2423  0.282
53 H 2.6999 -1.6217 3.6368  0.503
54 H 1.8452 -0.3234 2.8159  -1.142
55 H 4.8905 -0.3480 3.0977  0.415
56 H 3.7842 0.5299 4.1670  0.463
57 H 3.8721 0.9616 2.4742  0.144
58 H 5.5969 -2.8401 1.2761  0.344
59 H 4.2640 1.4834 0.3572  0.266
60 H 2.8172 1.8097 -0.5458  0.054
61 H 5.6566 1.6222 -1.7042  0.440
62 H 4.6866 3.0786 -1.5626  0.404
63 H 4.2136 1.8358 -2.6985  0.200
64 H 1.9480 -0.0252 -2.7513  -0.776
65 H 1.9799 -1.7629 -2.5584  -0.147
66 H 4.0993 -0.1083 -4.0213  0.301
67 H 2.9262 -1.1870 -4.7513  0.407
68 H 4.2202 -1.8404 -3.7479  0.428
69 H 7.3683 -3.1159 0.2937  0.349
70 H 9.5304 -3.2376 -0.8266  0.392
71 H 9.9411 -1.9436 -2.9009  0.376
72 H 8.1285 -0.5275 -3.8269  0.386
73 H 5.9605 -0.4063 -2.6998  0.550
74 Cl -4.6366 -3.2247 1.5200  -0.273
75 C -3.1919 -2.5326 2.2025  -0.001
76 C -3.0368 -2.4289 3.5730  -0.327
77 C -1.8648 -1.8616 4.0373  -1.118
78 C -0.9174 -1.4256 3.1201  -0.127
79 N -1.0842 -1.5111 1.8012  0.541
80 C -2.2086 -2.0613 1.3533  -0.115
81 H -3.8139 -2.7652 4.2440  0.449
82 H -1.6934 -1.7116 5.0925  0.507
83 H -0.0114 -0.9560 3.4698  0.392
84 H -2.3554 -2.0968 0.2824  0.131
85 F -1.7556 3.7116 -1.4640  -0.117
86 C -0.7635 4.1374 -2.2590  0.102
87 F 0.1003 4.8068 -1.4922  -0.245
88 F -1.3086 5.0192 -3.1294  -0.295
89 C -0.0767 2.9283 -2.9592  1.411
90 O 0.0714 1.9472 -2.0562  0.189
91 C 1.2874 3.3613 -3.5367  0.322
92 F 2.1820 3.5513 -2.5700  -0.230
93 F 1.7817 2.4219 -4.3590  -0.293
94 F 1.2053 4.5121 -4.2448  -0.287
95 C -0.9872 2.4090 -4.1044  0.233
96 F -0.6245 1.1773 -4.4772  -0.236
97 F -2.2679 2.3274 -3.6895  -0.183
98 F -0.9773 3.1799 -5.2099  -0.288


(2)
The following is a DFT calculation (ωB97M-V with the def2-TZVPD basis set) of a structure of composition C39H36CdClN3Si2 at a distorted geometry.

Computed properties:
DFT total energy	-78338.0321	eV
2S+1	1
E_LUMO	0.138	eV
HOMO level	-5.447	eV
energy relative to the best compared isomer or geometry (same formula, charge and spin)	67.4	kJ/mol

Each line ends with the Mulliken charge.
CARTESIAN COORDINATES (ANGSTROEM)
1 C -1.3888 -0.7664 4.8385  -0.223
2 C -2.0859 -0.1663 3.7384  -1.395
3 C -2.2783 -1.1783 2.7559  -0.339
4 H -2.5505 0.8223 3.7462  0.408
5 C -1.6486 -2.3588 3.2170  -0.498
6 C -1.1105 -2.1017 4.4988  -0.750
7 H -0.6497 -2.8482 5.1512  0.455
8 H -1.2326 -0.2890 5.8127  0.481
9 H -2.8861 -1.1046 1.8513  0.590
10 H -1.6665 -3.3215 2.6882  0.449
11 Cd 0.2719 -0.0417 2.5854  1.383
12 Si 0.6848 -0.0552 -3.3766  0.460
13 C 0.6259 1.4832 -4.4382  0.519
14 C 1.7129 1.9331 -5.1892  -0.580
15 H 2.6931 1.4688 -5.0962  0.362
16 C 1.5604 3.0016 -6.0962  -0.554
17 H 2.4064 3.3581 -6.7048  0.361
18 C 0.3217 3.6640 -6.2086  -0.471
19 H 0.2126 4.5307 -6.8820  0.342
20 C -0.7527 3.2480 -5.4227  -0.668
21 H -1.6999 3.8038 -5.4689  0.384
22 C -0.6095 2.1622 -4.5664  -0.063
23 H -1.4876 1.8480 -3.9850  0.384
24 C 0.8554 -1.4710 -4.5818  0.469
25 C 0.1010 -1.4607 -5.7852  -0.430
26 H -0.4585 -0.5754 -6.0944  0.303
27 C 0.0608 -2.5876 -6.6097  -0.593
28 H -0.5970 -2.6187 -7.4839  0.363
29 C 0.8509 -3.7101 -6.3047  -0.434
30 H 0.7730 -4.6154 -6.9099  0.364
31 C 1.7129 -3.6733 -5.1947  -0.524
32 H 2.3400 -4.5499 -4.9889  0.344
33 C 1.7256 -2.5593 -4.3443  -0.391
34 H 2.4094 -2.5362 -3.5036  0.345
35 H -0.6805 -0.2472 -2.9289  -0.153
36 Si 0.1653 -0.0124 -0.2941  -0.710
37 C -0.6654 -1.6282 -0.5942  1.515
38 C -1.9372 -1.5959 -1.2396  -0.129
39 H -2.3326 -0.6400 -1.6019  0.295
40 C -2.6675 -2.7690 -1.3953  -0.898
41 H -3.6357 -2.7181 -1.8909  0.407
42 C -2.1681 -3.9668 -0.8819  -0.530
43 H -2.7738 -4.8720 -0.9519  0.373
44 C -0.8958 -4.0282 -0.3088  -0.667
45 H -0.5016 -4.9860 0.0334  0.411
46 C -0.1268 -2.8710 -0.1763  -0.515
47 H 0.8821 -2.8833 0.2613  0.256
48 C -1.0085 1.4314 -0.3329  1.370
49 C -2.3009 1.4955 0.2231  -0.105
50 H -2.6422 0.7284 0.9287  -0.024
51 C -3.1746 2.5257 -0.1378  -0.607
52 H -4.1984 2.5123 0.2458  0.390
53 C -2.7692 3.5175 -1.0382  -0.594
54 H -3.4851 4.2640 -1.4061  0.347
55 C -1.4586 3.4939 -1.5438  -0.880
56 H -1.1424 4.2316 -2.2791  0.482
57 C -0.5677 2.5004 -1.1486  -0.676
58 H 0.4642 2.4895 -1.4959  0.561
59 H 1.6828 -0.0001 -2.2761  -0.223
60 Cl 2.1890 0.2601 0.0897  -0.451
61 N 1.3375 0.8392 5.7091  0.071
62 C 1.2076 1.9890 4.9074  0.433
63 C 1.3591 3.2393 5.5372  -0.898
64 C 1.1924 4.4035 4.7782  -0.401
65 C 0.8950 4.2648 3.4087  -0.727
66 C 0.7572 3.0116 2.8623  -0.201
67 N 0.8934 1.8729 3.6100  0.306
68 C 1.8395 -0.4206 5.3903  0.796
69 C 2.3302 -1.2009 6.4457  -0.985
70 C 2.7603 -2.5043 6.1793  -0.418
71 C 2.7215 -2.9448 4.8337  -0.689
72 C 2.2443 -2.1038 3.8531  -0.176
73 N 1.7712 -0.8547 4.1250  -0.078
74 H 1.4076 1.0424 6.6942  0.224
75 H 1.5980 3.2331 6.5911  0.340
76 H 1.3068 5.3912 5.2340  0.404
77 H 0.7584 5.1413 2.7741  0.413
78 H 0.5064 2.8614 1.8024  0.090
79 H 2.3149 -0.7083 7.4230  0.338
80 H 3.1131 -3.1709 6.9774  0.400
81 H 3.0366 -3.9592 4.5539  0.385
82 H 2.1823 -2.3887 2.8023  0.274


Sequential gap between HOMO and LUMO output: 5.14; 5.58 eV